{"formula": "C18H14Cl4NO4", "method": "ωB97M-V/def2-TZVPD", "symbols": ["Cl", "C", "C", "Cl", "C", "O", "C", "O", "C", "Cl", "C", "Cl", "C", "C", "O", "C", "C", "C", "N", "C", "C", "C", "C", "C", "C", "C", "O", "H", "H", "H", "H", "H", "H", "H", "H", "H", "H", "H", "H", "H", "H"], "xyz": [[0.1275, 6.0029, 1.6419], [0.9001, 4.4893, 1.4842], [0.1594, 3.3225, 1.4591], [-1.5414, 3.3285, 1.5840], [0.7937, 2.0040, 1.4462], [0.2507, 0.9810, 1.8670], [2.2529, 1.9928, 0.9632], [2.7370, 0.9991, 0.4166], [2.9817, 3.2241, 1.2389], [4.6742, 3.1422, 1.1417], [2.3352, 4.4326, 1.4466], [3.2358, 5.8610, 1.6871], [-3.3528, -1.1141, 2.3543], [-3.2930, 0.0981, 1.4733], [-2.0487, -0.0664, 0.7274], [-1.8930, 0.7895, -0.2865], [-0.4886, 0.7611, -0.8782], [-0.0480, 1.9876, -1.5883], [-0.0382, -0.4354, -1.0323], [0.8746, -1.0529, -1.7143], [0.9669, -2.5021, -1.6319], [1.6372, -3.2772, -2.6121], [1.5799, -4.6707, -2.5648], [0.8719, -5.3070, -1.5322], [0.2153, -4.5480, -0.5503], [0.2464, -3.1569, -0.6141], [-2.7673, 1.4572, -0.8064], [-4.3060, -1.1727, 2.8762], [-3.2148, -2.0262, 1.7679], [-2.5599, -1.0792, 3.1039], [-4.1434, 0.1702, 0.7842], [-3.2056, 1.0336, 2.0405], [-0.5104, 2.8606, -1.1049], [1.0482, 2.0549, -1.5541], [-0.3644, 1.9624, -2.6449], [1.5242, -0.5221, -2.4366], [2.1523, -2.7731, -3.4329], [2.0632, -5.2756, -3.3399], [0.8046, -6.3956, -1.5109], [-0.3393, -5.0384, 0.2484], [-0.3181, -2.5415, 0.0828]], "nbo_charge": [0.051, -0.116, -0.134, 0.069, 0.389, -0.504, 0.389, -0.483, -0.172, 0.051, -0.076, 0.056, -0.623, -0.074, -0.498, 0.772, 0.070, -0.676, -0.425, -0.054, 0.026, -0.250, -0.224, -0.266, -0.206, -0.233, -0.660, 0.196, 0.216, 0.216, 0.191, 0.182, 0.218, 0.209, 0.199, 0.137, 0.201, 0.198, 0.195, 0.198, 0.243], "homo_ev": -2.6, "homo_lumo_gap_ev": 3.088, "multiplicity": 1, "e_tot_ha": -2890.75760, "e_above_lowest_ev": 1.061, "charge": -1}



{"formula": "C18H14ClCoIN5O9Se", "method": "ωB97M-V/def2-TZVPD", "symbols": ["Co", "O", "C", "C", "C", "N", "C", "C", "C", "O", "O", "C", "O", "O", "H", "H", "H", "O", "Cl", "O", "O", "O", "I", "C", "C", "N", "N", "C", "H", "H", "H", "C", "N", "C", "Se", "N", "C", "C", "C", "C", "C", "C", "H", "H", "H", "H", "H", "H", "H", "H"], "xyz": [[0.4661, 0.3465, -0.0182], [-2.2992, 2.2906, 4.7421], [-1.7192, 1.8570, 3.6065], [-1.7198, 2.6219, 2.4341], [-1.0951, 2.0921, 1.3289], [-0.5454, 0.8942, 1.4033], [-0.4985, 0.1532, 2.4984], [-1.0993, 0.6040, 3.6500], [0.2936, -1.1292, 2.2623], [0.3962, -1.9628, 3.1286], [0.7938, -1.1864, 1.0549], [-0.9151, 2.7003, -0.0537], [-1.4576, 3.7442, -0.3512], [-0.1701, 1.9673, -0.8292], [-2.6649, 3.1735, 4.6166], [-2.1735, 3.6034, 2.3803], [-1.0738, 0.0187, 4.5577], [3.6963, 2.7112, 1.4505], [3.1168, 1.9852, 0.3836], [3.9937, 0.9931, -0.1503], [2.6583, 2.8640, -0.6679], [1.9134, 1.2973, 0.9577], [3.4265, -2.6846, -4.3701], [2.6386, -1.2007, -3.1829], [2.6951, 0.1640, -3.4039], [2.0489, 0.7475, -2.3909], [1.6088, -0.1559, -1.5135], [1.9492, -1.3512, -1.9721], [3.1673, 0.7390, -4.1817], [2.0096, 1.7304, -2.1163], [1.6879, -2.2390, -1.4199], [-3.3404, 1.6568, -1.9888], [-2.3108, 1.0783, -2.8365], [-1.4875, 0.0726, -2.5218], [-1.3829, -0.8995, -0.9155], [-0.6642, -0.1307, -3.5618], [-0.9266, 0.7855, -4.5658], [-0.3473, 1.0065, -5.8074], [-0.8706, 2.0438, -6.5559], [-1.9302, 2.8306, -6.0832], [-2.5067, 2.6052, -4.8476], [-1.9818, 1.5610, -4.0988], [-3.3434, 1.1200, -1.0442], [-4.3099, 1.5502, -2.4738], [-3.1092, 2.7049, -1.8096], [0.0650, -0.8299, -3.5529], [0.4707, 0.3978, -6.1687], [-0.4512, 2.2573, -7.5295], [-2.3012, 3.6373, -6.7002], [-3.3159, 3.2193, -4.4781]], "nbo_charge": [1.114, -0.637, 0.363, -0.286, 0.134, -0.388, 0.141, -0.251, 0.750, -0.586, -0.697, 0.761, -0.623, -0.733, 0.489, 0.245, 0.263, -0.784, 2.560, -0.819, -0.855, -0.869, 0.213, -0.322, -0.046, -0.302, -0.287, -0.041, 0.245, 0.478, 0.263, -0.426, -0.335, 0.325, -0.029, -0.541, 0.175, -0.240, -0.196, -0.201, -0.204, 0.102, 0.245, 0.213, 0.251, 0.450, 0.231, 0.226, 0.226, 0.233], "homo_ev": -9.2, "homo_lumo_gap_ev": 8.308, "multiplicity": 1, "e_tot_ha": -6187.23272, "e_above_lowest_ev": 0.000, "charge": 0}



{"formula": "C18H14CuF11O4P2STe", "method": "ωB97M-V/def2-TZVPD", "symbols": ["Cu", "O", "S", "O", "O", "C", "C", "C", "C", "C", "C", "P", "C", "C", "C", "C", "C", "C", "C", "C", "C", "C", "C", "C", "H", "H", "H", "H", "H", "H", "H", "H", "H", "H", "H", "H", "H", "H", "F", "Te", "F", "F", "F", "F", "O", "F", "P", "F", "F", "F", "F", "F"], "xyz": [[2.0385, -2.1609, 2.8981], [0.0412, -3.1845, -2.3831], [-0.7168, -2.3123, -1.5069], [-1.5289, -2.9098, -0.5664], [-0.0117, -1.0575, -0.8862], [-1.9161, -1.4598, -2.5353], [-2.6825, -2.0125, -3.5810], [-3.4584, -1.1458, -4.3458], [-3.6217, 0.1720, -3.8311], [-2.8070, 0.7658, -2.8774], [-1.9402, -0.0891, -2.2165], [-0.5764, 0.3204, -1.0537], [0.6096, 1.7605, -1.4363], [1.6460, 2.0879, -0.4989], [2.7898, 2.7505, -0.9830], [2.8810, 2.9743, -2.3774], [1.9339, 2.5814, -3.2876], [0.7669, 2.0179, -2.8430], [-1.4012, 0.6164, 0.5127], [-1.6853, -0.5204, 1.2832], [-2.5150, -0.4626, 2.4125], [-2.9352, 0.7908, 2.7806], [-2.5562, 2.0015, 2.1248], [-1.8631, 1.9025, 0.9273], [-2.6182, -3.0713, -3.8461], [-3.9844, -1.3604, -5.2636], [-4.2247, 0.8355, -4.4367], [-2.8521, 1.8404, -2.7252], [1.5388, 1.7450, 0.5234], [3.5907, 2.9974, -0.2755], [3.7614, 3.4634, -2.7534], [2.1490, 2.6598, -4.3077], [0.0233, 1.6543, -3.5228], [-1.2018, -1.4426, 1.0582], [-2.7592, -1.3533, 2.9718], [-3.4121, 0.8513, 3.7526], [-2.8105, 2.9278, 2.6309], [-1.6242, 2.7919, 0.3374], [3.9387, -2.3067, 1.5509], [4.6738, -0.5805, 0.7093], [4.5639, 0.1383, 2.4522], [5.6876, 0.8149, 0.1710], [6.2819, -1.1979, 1.5035], [5.6594, -1.4017, -0.6218], [3.1379, -0.1897, 0.1593], [0.2699, -1.0883, 3.4375], [0.0096, -1.9259, 4.9837], [-1.4648, -2.1010, 4.4077], [0.5637, -3.2889, 4.2661], [-0.4345, -0.4849, 5.5305], [-0.4597, -2.7870, 6.2154], [1.5054, -1.5666, 5.3619]], "nbo_charge": [0.942, -0.845, 2.405, -0.892, -0.953, -0.309, -0.163, -0.167, -0.176, -0.182, -0.373, 1.887, -0.411, -0.120, -0.190, -0.136, -0.246, -0.108, -0.499, -0.138, -0.179, -0.158, -0.227, -0.130, 0.253, 0.242, 0.223, 0.242, 0.254, 0.253, 0.226, 0.227, 0.206, 0.230, 0.262, 0.225, 0.231, 0.214, -0.719, 3.451, -0.641, -0.635, -0.617, -0.621, -1.185, -0.670, 2.610, -0.590, -0.603, -0.574, -0.558, -0.570], "homo_ev": -10.2, "homo_lumo_gap_ev": 8.663, "multiplicity": 1, "e_tot_ha": -5083.28348, "charge": 0}



{"formula": "C18H14F2N2OS2", "method": "ωB97M-V/def2-TZVPD", "symbols": ["O", "C", "N", "C", "N", "C", "C", "C", "C", "C", "C", "C", "S", "C", "F", "F", "C", "C", "S", "C", "C", "C", "C", "C", "C", "H", "H", "H", "H", "H", "H", "H", "H", "H", "H", "H", "H", "H", "H"], "xyz": [[-0.6374, 1.0308, 3.5463], [0.4712, 0.5462, 3.6832], [1.2261, 0.2173, 2.5899], [0.7672, 0.4171, 1.3141], [1.4524, 0.1307, 0.2604], [0.7564, 0.4337, -0.8644], [-0.4810, 0.9605, -0.6725], [-1.4738, 1.4104, -1.6964], [-1.2388, 0.7228, -3.0112], [-0.6014, 1.3757, -4.0584], [-0.3731, 0.7309, -5.2597], [-0.7757, -0.5867, -5.4182], [-0.4419, -1.3906, -6.9737], [-2.0298, -2.2729, -7.1877], [-1.9796, -3.5306, -6.7050], [-2.3229, -2.3729, -8.4910], [-1.3887, -1.2634, -4.3733], [-1.6250, -0.6014, -3.1832], [-0.8138, 1.0931, 1.0355], [1.0936, 0.2941, 5.0036], [2.0806, -0.6671, 5.2103], [2.6074, -0.8540, 6.4754], [2.1611, -0.0872, 7.5398], [1.1704, 0.8612, 7.3428], [0.6344, 1.0465, 6.0831], [2.1663, -0.1400, 2.6762], [1.2168, 0.2372, -1.8155], [-2.4795, 1.1896, -1.3300], [-1.3965, 2.4948, -1.8218], [-0.2852, 2.4012, -3.9375], [0.1151, 1.2398, -6.0759], [-2.8374, -1.7325, -6.6724], [-1.6727, -2.2994, -4.4787], [-2.1059, -1.1261, -2.3711], [2.4213, -1.2961, 4.4002], [3.3681, -1.6041, 6.6323], [2.5806, -0.2360, 8.5235], [0.8143, 1.4530, 8.1725], [-0.1433, 1.7745, 5.9087]], "nbo_charge": [-0.595, 0.659, -0.610, 0.211, -0.474, -0.059, -0.245, -0.452, -0.012, -0.196, -0.213, -0.204, 0.217, 0.432, -0.342, -0.331, -0.176, -0.203, 0.454, -0.081, -0.212, -0.209, -0.191, -0.197, -0.188, 0.424, 0.214, 0.227, 0.226, 0.215, 0.225, 0.150, 0.219, 0.217, 0.209, 0.219, 0.218, 0.218, 0.237], "homo_ev": -8.4, "homo_lumo_gap_ev": 8.557, "multiplicity": 1, "e_tot_ha": -1875.21565, "charge": 0}



{"formula": "C18H15AsF5N2OS6Tc", "method": "ωB97M-V/def2-TZVPD", "symbols": ["Tc", "C", "C", "N", "C", "C", "C", "S", "N", "C", "O", "C", "C", "C", "C", "C", "C", "H", "H", "H", "H", "H", "H", "H", "H", "H", "H", "H", "H", "H", "H", "H", "F", "C", "C", "F", "C", "F", "C", "S", "C", "F", "C", "F", "S", "As", "S", "S", "S"], "xyz": [[-0.5048, -0.5191, -1.6325], [-4.7630, 2.3271, 0.9456], [-3.3143, 2.6685, 0.6370], [-2.3840, 1.7909, 1.3712], [-2.0414, 2.2188, 2.7469], [-0.7345, 2.9929, 2.7752], [-1.8909, 0.6852, 0.8844], [-2.4668, 0.0962, -0.7024], [-1.0910, -0.0644, 1.6515], [-0.2558, -0.9817, 1.2829], [0.0961, -1.2008, 0.0116], [0.3983, -1.8345, 2.2632], [1.2720, -2.8447, 1.8459], [1.8761, -3.6606, 2.7825], [1.6172, -3.4721, 4.1352], [0.7522, -2.4678, 4.5560], [0.1433, -1.6492, 3.6264], [-5.4173, 3.0471, 0.4571], [-4.9616, 2.3659, 2.0163], [-5.0192, 1.3313, 0.5832], [-3.0753, 3.6874, 0.9399], [-3.1068, 2.5874, -0.4280], [-1.9895, 1.3315, 3.3718], [-2.8718, 2.8340, 3.0887], [0.0912, 2.3718, 2.4276], [-0.5185, 3.3019, 3.7967], [-0.7900, 3.8901, 2.1586], [1.4709, -2.9898, 0.7934], [2.5486, -4.4444, 2.4638], [2.0939, -4.1112, 4.8661], [0.5563, -2.3278, 5.6097], [-0.5313, -0.8668, 3.9420], [5.5529, 0.0014, -4.4811], [4.3893, 0.3142, -3.9642], [3.6057, -0.6814, -3.3831], [4.0169, -1.9360, -3.3544], [2.3912, -0.3222, -2.8535], [1.6074, -1.2940, -2.2826], [1.9123, 0.9766, -2.8747], [0.3621, 1.3727, -2.1322], [2.7113, 1.9547, -3.4552], [2.2919, 3.2078, -3.4881], [3.9436, 1.6297, -4.0006], [4.6914, 2.5604, -4.5525], [1.2206, -2.0031, -5.5933], [0.1992, -3.4116, -6.6064], [-1.1746, -3.2682, -3.4200], [-1.2738, -1.2571, -3.5601], [-1.6353, -3.9369, -5.2656]], "nbo_charge": [0.506, -0.623, -0.222, -0.301, -0.220, -0.620, 0.373, 0.100, -0.559, 0.657, -0.635, -0.113, -0.164, -0.208, -0.124, -0.205, -0.150, 0.249, 0.227, 0.218, 0.231, 0.223, 0.237, 0.226, 0.214, 0.249, 0.220, 0.224, 0.237, 0.240, 0.241, 0.232, -0.240, 0.328, 0.288, -0.257, 0.320, -0.298, -0.365, 0.417, 0.363, -0.263, 0.331, -0.253, -0.434, 0.842, 0.172, 0.258, -0.169], "homo_ev": -14.4, "homo_lumo_gap_ev": 5.254, "multiplicity": 1, "e_tot_ha": -6084.12965, "e_above_lowest_ev": 0.970, "charge": 2}